Run A
This record from the OMol25 dataset describes 2 unconnected molecules or ions with the total composition C7H15NO. The level of theory is the ωB97M-V functional and the def2-TZVPD basis.

Each line ends with the natural charge from an NBO analysis.
Geometry (Å):
O1 -0.24 1.33 1.10  -1.068
N1 2.67 1.29 -0.03  -0.808
C1 -2.17 0.88 -0.58  -0.678
C2 -0.33 -0.71 -1.22  -0.534
C3 1.49 0.88 -0.60  0.143
C4 -1.57 -1.05 0.98  -0.701
C5 1.66 -1.42 0.32  -0.654
C6 -1.15 -0.12 -0.13  0.556
C7 0.99 -0.39 -0.54  -0.134
H1 -1.70 1.69 -1.13  0.230
H2 -2.30 -1.77 0.58  0.225
H3 3.04 0.69 0.69  0.390
H4 0.99 1.64 -1.19  0.192
H5 -0.44 -0.20 -2.18  0.220
H6 -0.47 2.20 1.47  0.446
H7 -0.45 -1.78 -1.36  0.229
H8 1.19 -2.40 0.21  0.212
H9 2.81 2.29 -0.01  0.392
H10 -2.03 -0.48 1.78  0.241
H11 -2.88 0.37 -1.25  0.209
H12 1.60 -1.13 1.37  0.216
H13 -2.70 1.30 0.26  0.226
H14 -0.73 -1.59 1.39  0.234
H15 2.71 -1.52 0.05  0.215

Output
Lowest unoccupied orbital energy, eV: 0.45
Kohn-Sham gap, eV: 7.52
Multiplicity: 1

Run B
This record from the OMol25 dataset describes 2 unconnected molecules or ions with the total composition C7H15NO. The level of theory is the ωB97M-V functional and the def2-TZVPD basis.

Each line ends with the natural charge from an NBO analysis.
Geometry (Å):
O1 -2.28 0.97 1.12  -0.555
N1 -0.75 1.97 -0.87  -0.666
C1 1.18 -1.24 -0.11  -0.624
C2 0.75 0.18 0.25  -0.286
C3 1.96 1.06 0.59  -0.605
C4 -2.01 -1.35 1.71  -0.730
C5 -2.22 -0.20 0.77  0.460
C6 0.47 0.56 -2.39  -0.690
C7 0.02 1.03 -1.05  0.338
H1 1.55 0.55 -2.46  0.216
H2 -1.70 -1.01 2.69  0.236
H3 -1.29 -2.05 1.29  0.235
H4 0.15 0.15 1.17  0.204
H5 1.64 2.05 0.89  0.220
H6 1.64 -1.73 0.75  0.211
H7 2.53 0.62 1.41  0.203
H8 0.33 -1.84 -0.44  0.198
H9 1.91 -1.24 -0.92  0.210
H10 0.11 -0.45 -2.58  0.222
H11 2.61 1.17 -0.28  0.200
H12 0.06 1.23 -3.15  0.237
H13 -2.95 -1.89 1.80  0.247
H14 -1.29 1.93 0.09  0.390
H15 -2.41 -0.48 -0.28  0.127

Output
Lowest unoccupied orbital energy, eV: 0.76
Kohn-Sham gap, eV: 9.31
Multiplicity: 1
SMILES: [H]/N=C(/C)C(C)C.CC=O

Most favorable structure: run B. The second most favorable one is 0.0784 hartree above it.